No. 1
Formula: C37H91Cl4O24P3
Source: the Open Molecules 2025 dataset
Level of theory: ωB97M-V/def2-TZVPD

```
159
Properties=species:S:1:pos:R:3
Cl -1.380 -0.675 -6.248
C -0.527 -1.512 -4.874
C -0.980 -0.842 -3.605
Cl -2.699 -1.113 -3.164
H 0.541 -1.386 -5.051
H -0.657 -2.591 -4.946
H -0.734 0.219 -3.565
H -0.419 -1.231 -2.755
Cl 0.293 0.696 -0.188
C -1.341 0.154 0.464
C -1.210 -1.335 0.905
Cl -0.179 -1.588 2.360
H -2.140 0.179 -0.278
H -1.671 0.674 1.363
H -0.788 -1.870 0.055
H -2.212 -1.736 1.055
C 4.534 -5.442 3.236
O 4.878 -4.829 4.479
P 4.829 -3.205 4.719
O 5.368 -2.794 6.034
O 5.545 -2.547 3.448
C 5.804 -1.182 3.463
O 3.268 -2.811 4.426
C 2.618 -1.526 4.533
H 5.068 -6.389 3.170
H 4.782 -4.804 2.387
H 3.498 -5.751 3.097
H 5.391 -0.771 4.384
H 5.355 -0.644 2.628
H 6.868 -0.956 3.381
H 2.383 -1.275 3.498
H 3.252 -0.704 4.864
H 1.678 -1.553 5.083
C -4.016 3.725 2.398
O -2.661 3.815 2.023
P -1.582 4.107 3.217
O -1.715 5.392 3.898
O -0.190 4.059 2.337
C 0.080 5.091 1.390
O -1.521 2.750 4.231
C -0.510 1.814 4.164
H -4.670 3.176 1.720
H -4.384 4.732 2.595
H -4.163 3.217 3.351
H 0.349 4.766 0.385
H 0.793 5.901 1.542
H -0.742 5.577 0.864
H -0.910 0.824 4.384
H 0.273 2.000 4.900
H -0.251 1.811 3.105
C -4.825 -1.047 -0.421
O -4.448 -1.133 0.958
P -5.581 -1.214 2.068
O -6.728 -2.128 1.820
O -4.825 -1.540 3.484
C -4.586 -2.846 3.898
O -5.931 0.326 2.211
C -7.015 0.516 3.061
H -5.892 -0.888 -0.573
H -4.336 -1.898 -0.895
H -4.407 -0.230 -1.009
H -3.994 -2.787 4.811
H -3.975 -3.345 3.147
H -5.534 -3.383 3.925
H -7.078 -0.094 3.962
H -7.841 0.447 2.353
H -7.103 1.551 3.391
C -9.140 0.093 -1.143
O -8.288 1.185 -1.053
C -7.565 1.559 -2.250
C -6.509 2.697 -2.126
O -5.304 2.146 -1.641
C -4.123 2.772 -2.234
C -3.792 2.473 -3.658
O -2.673 3.286 -4.084
C -2.190 2.851 -5.321
H -9.481 -0.279 -0.177
H -8.515 -0.701 -1.551
H -9.877 0.143 -1.945
H -8.348 1.684 -2.999
H -6.914 0.762 -2.609
H -6.860 3.500 -1.478
H -6.415 3.156 -3.110
H -3.383 2.306 -1.584
H -4.045 3.850 -2.091
H -4.706 2.662 -4.222
H -3.517 1.421 -3.727
H -2.942 2.961 -6.102
H -1.923 1.807 -5.156
H -1.261 3.410 -5.433
C -0.470 4.747 -2.562
O 0.874 4.117 -2.318
C 1.146 2.974 -3.070
C 2.673 2.634 -3.013
O 2.722 1.484 -3.807
C 3.999 1.086 -4.354
C 4.035 -0.109 -5.354
O 3.462 -1.289 -4.851
C 3.205 -2.288 -5.834
H -1.275 4.181 -2.094
H -0.747 4.832 -3.613
H -0.538 5.673 -1.992
H 0.988 3.038 -4.147
H 0.472 2.172 -2.767
H 3.122 2.495 -2.029
H 3.268 3.426 -3.467
H 4.757 0.757 -3.645
H 4.558 1.890 -4.834
H 5.003 -0.173 -5.851
H 3.616 0.367 -6.241
H 2.477 -2.983 -5.414
H 4.158 -2.706 -6.159
H 2.850 -1.928 -6.800
C -1.178 -5.014 0.208
O -2.396 -4.676 -0.473
C -2.844 -5.627 -1.469
C -1.736 -6.525 -2.057
O -0.930 -5.718 -2.939
C 0.140 -6.417 -3.589
C 1.349 -6.644 -2.741
O 2.532 -6.184 -3.450
C 3.772 -6.206 -2.879
H -1.414 -5.939 0.734
H -1.161 -4.346 1.069
H -0.266 -4.965 -0.387
H -3.177 -4.897 -2.208
H -3.789 -6.166 -1.417
H -2.084 -7.352 -2.675
H -1.133 -7.032 -1.303
H 0.456 -5.663 -4.311
H -0.148 -7.327 -4.116
H 1.483 -7.723 -2.660
H 1.231 -6.155 -1.774
H 4.517 -5.623 -3.420
H 3.983 -7.275 -2.919
H 3.628 -5.961 -1.827
C 8.253 6.213 4.399
O 7.388 5.053 4.512
C 7.992 3.826 4.667
C 6.879 2.714 4.838
O 6.210 2.425 3.558
C 5.090 3.228 3.199
C 3.839 2.538 3.730
O 3.557 1.332 3.112
C 2.943 1.245 1.843
H 8.937 6.212 3.550
H 8.696 6.540 5.339
H 7.568 7.033 4.182
H 8.690 3.707 5.495
H 8.656 3.734 3.807
H 6.159 2.969 5.616
H 7.257 1.713 5.048
H 4.831 3.257 2.141
H 5.156 4.252 3.568
H 3.004 3.237 3.697
H 4.035 2.318 4.780
H 2.713 0.246 1.474
H 3.580 1.707 1.089
H 2.046 1.865 1.819
```

- expectation value of S² = 0.756
- HOMO energy (alpha / beta) (eV) = -10.9 / -10.9
- lowest unoccupied orbital energy (alpha / beta) (eV) = -2.15 / -8.20
- gap between HOMO and LUMO (alpha / beta) (eV) = 8.8 / 2.7
- total charge = +1
- multiplicity = 2



No. 2
Formula: C3H8O2
Source: the Open Molecules 2025 dataset
Level of theory: ωB97M-V/def2-TZVPD

```
13
Properties=species:S:1:pos:R:3
C -1.007 -1.509 -0.723
O 0.115 -1.075 0.017
C -0.079 0.813 0.831
C 1.219 1.186 0.338
O 1.493 0.890 -0.884
H -0.699 -2.201 -1.515
H -1.689 -2.030 -0.044
H -1.540 -0.665 -1.185
H -0.930 0.951 0.169
H -0.291 0.720 1.897
H 0.666 2.260 0.589
H 2.015 1.198 1.109
H 0.726 -0.539 -0.599
```

- ΔE to the lowest compared entry with this formula, charge and spin (eV) = 4.410
- HOMO energy (eV) = -8.9
- lowest unoccupied orbital energy (eV) = 0.38
- gap between HOMO and LUMO (eV) = 9.3



No. 3
Formula: C2H3N2S
Source: the Open Molecules 2025 dataset
Level of theory: ωB97M-V/def2-TZVPD

```
8
Properties=species:S:1:pos:R:3
C -0.585 0.790 1.109
C 0.008 -0.196 0.556
N 0.172 0.638 -2.335
N 0.545 -1.058 -0.146
S 0.658 -0.682 -2.182
H -0.064 1.646 1.507
H -1.655 0.786 1.264
H 0.920 -1.924 0.227
```

- ΔE to the lowest compared entry with this formula, charge and spin (eV) = 0.449
- HOMO energy (eV) = -15.5
- lowest unoccupied orbital energy (eV) = -6.58
- gap between HOMO and LUMO (eV) = 8.9
- total charge = +1



No. 4
Formula: C4H7NO
Source: the Open Molecules 2025 dataset
Level of theory: ωB97M-V/def2-TZVPD

```
13
Properties=species:S:1:pos:R:3
C 0.356 1.615 -0.489
C -0.347 0.529 0.284
C -1.107 -0.570 -0.422
N 0.180 -0.786 0.134
C 0.867 -1.745 0.802
O 0.713 -2.938 0.661
H 1.159 2.055 0.112
H -0.337 2.401 -0.802
H 0.810 1.174 -1.379
H -0.726 0.815 1.269
H -1.967 -1.008 0.082
H -1.160 -0.566 -1.510
H 1.656 -1.301 1.436
```

- ΔE to the lowest compared entry with this formula, charge and spin (eV) = 1.815
- HOMO energy (eV) = -9.7
- lowest unoccupied orbital energy (eV) = 0.89
- gap between HOMO and LUMO (eV) = 10.6



No. 5
Formula: C33H33ClNO4P2RuSbTe
Source: the Open Molecules 2025 dataset
Level of theory: ωB97M-V/def2-TZVPD

```
77
Properties=species:S:1:pos:R:3
Ru 0.658 -1.236 1.425
O -0.966 -3.130 1.544
Cl -0.208 -3.439 2.767
O -0.750 -4.528 3.482
O -0.194 -2.196 3.555
O 1.173 -3.678 2.331
Te -3.644 -0.136 -1.578
C -3.149 1.532 -2.766
C -3.419 1.522 -4.124
C -3.034 2.625 -4.879
N -2.404 3.687 -4.374
C -2.165 3.681 -3.061
C -2.521 2.639 -2.216
C -1.714 -0.224 -0.622
P -1.046 -1.770 -1.226
C 0.786 -1.804 -0.855
C 1.408 -3.058 -0.748
C 2.794 -3.168 -0.794
C 3.576 -2.033 -0.937
C 2.981 -0.777 -1.010
C 1.599 -0.661 -0.960
C -0.871 -1.592 -3.041
C -1.004 -2.742 -3.815
C -0.801 -2.688 -5.189
C -0.467 -1.485 -5.794
C -0.332 -0.334 -5.027
C -0.529 -0.387 -3.655
P -1.649 0.078 1.192
C -2.942 1.334 1.517
C -2.724 2.709 1.497
C -3.787 3.584 1.680
C -5.068 3.094 1.891
C -5.289 1.724 1.932
C -4.230 0.849 1.752
C -0.144 1.127 1.495
C 0.434 2.013 0.577
C 1.460 2.853 0.969
C 1.919 2.836 2.287
C 1.357 1.974 3.211
C 0.333 1.113 2.819
H -3.896 0.674 -4.600
H -3.228 2.646 -5.946
H -1.668 4.561 -2.663
H -2.323 2.701 -1.153
H 0.792 -3.943 -0.650
H 3.257 -4.144 -0.725
H 4.653 -2.123 -1.002
H 3.591 0.110 -1.137
H 1.135 0.298 -1.135
H -1.281 -3.679 -3.345
H -0.910 -3.585 -5.785
H -0.317 -1.442 -6.865
H -0.075 0.608 -5.499
H -0.432 0.517 -3.063
H -1.732 3.115 1.348
H -3.610 4.652 1.658
H -5.894 3.780 2.031
H -6.284 1.336 2.105
H -4.403 -0.220 1.791
H 0.048 2.052 -0.437
H 1.893 3.544 0.256
H 2.713 3.510 2.590
H 1.702 1.972 4.238
H -0.149 0.470 3.549
C 4.365 -2.908 2.475
Sb 3.064 -1.246 2.704
C 4.502 0.328 2.602
C 2.795 -1.396 4.805
H 5.165 -2.802 3.206
H 4.785 -2.940 1.473
H 3.799 -3.817 2.668
H 4.613 0.768 3.594
H 4.197 1.098 1.895
H 5.457 -0.098 2.287
H 3.714 -1.085 5.299
H 2.578 -2.436 5.045
H 1.962 -0.780 5.136
```

- ΔE to the lowest compared entry with this formula, charge and spin (eV) = 1.244
- expectation value of S² = 8.774
- HOMO energy (alpha / beta) (eV) = -10.4 / -10.4
- lowest unoccupied orbital energy (alpha / beta) (eV) = -3.02 / -4.87
- gap between HOMO and LUMO (alpha / beta) (eV) = 7.3 / 5.5
- total charge = +1
- multiplicity = 6



No. 6
Formula: C3H5O3Rh
Source: the Open Molecules 2025 dataset
Level of theory: ωB97M-V/def2-TZVPD

```
12
Properties=species:S:1:pos:R:3
H -0.759 0.054 1.639
C -1.228 -0.298 0.709
C -0.247 -1.141 -0.192
O 1.042 -0.570 0.007
C 1.291 0.665 -0.302
O 2.543 0.898 -0.131
H -2.071 -0.948 0.978
H -1.282 -1.775 -0.469
H 2.756 1.841 -0.175
Rh -0.353 2.105 -0.594
O -1.612 0.628 -0.237
H -0.080 -1.461 -1.232
```

- ΔE to the lowest compared entry with this formula, charge and spin (eV) = 0.000
- expectation value of S² = 8.765
- HOMO energy (alpha / beta) (eV) = -25.5 / -27.3
- lowest unoccupied orbital energy (alpha / beta) (eV) = -16.63 / -19.62
- gap between HOMO and LUMO (alpha / beta) (eV) = 8.9 / 7.7
- total charge = +3
- multiplicity = 6



No. 7
Formula: C2H3N3O3
Source: the Open Molecules 2025 dataset
Level of theory: ωB97M-V/def2-TZVPD

```
11
Properties=species:S:1:pos:R:3
C 1.063 -0.285 0.198
C 0.105 0.845 0.090
H -2.430 1.404 -0.540
H -2.837 -0.040 1.227
H 2.647 0.899 -0.175
N -2.363 -0.022 0.005
N -0.977 0.013 -0.069
N 0.693 -1.540 0.005
O -0.803 -1.370 -0.166
O 2.497 -0.030 -0.007
O 0.074 2.053 -0.056
```

- ΔE to the lowest compared entry with this formula, charge and spin (eV) = 7.273
- HOMO energy (eV) = -9.8
- lowest unoccupied orbital energy (eV) = -0.58
- gap between HOMO and LUMO (eV) = 9.2



No. 8
Formula: C27H59Cl2I2N2O10S5
Source: the Open Molecules 2025 dataset
Level of theory: ωB97M-V/def2-TZVPD

```
107
Properties=species:S:1:pos:R:3
C 6.260 2.533 -0.205
C 5.314 3.747 0.311
O 5.206 4.803 -0.663
C 4.614 6.002 -0.060
C 3.071 5.695 0.266
O 2.195 6.840 0.187
C 1.708 7.050 -1.160
C 0.114 6.997 -1.313
O -0.512 5.876 -0.646
C -0.527 4.742 -1.596
N -0.894 3.456 -0.982
C -1.037 3.419 0.457
C -1.132 2.074 1.282
N -1.996 2.173 2.529
C -1.176 2.347 -1.847
C -0.673 2.716 -3.381
O -1.407 3.301 -4.235
O 0.639 2.432 -3.784
C -0.326 0.973 -1.669
Cl -0.969 -0.661 -2.278
C 0.969 0.879 -1.116
C 1.795 2.131 -0.609
Cl 1.849 -0.748 -0.985
C -2.766 2.065 -2.072
I -3.994 3.891 -2.123
C -3.482 1.106 -1.016
C -4.262 1.826 0.196
I -5.077 0.050 -2.151
H 5.743 1.952 -1.059
H 6.431 1.783 0.653
H 7.243 2.971 -0.592
H 4.295 3.256 0.551
H 5.752 4.130 1.308
H 4.676 6.866 -0.817
H 5.192 6.234 0.914
H 2.990 5.301 1.348
H 2.742 4.847 -0.425
H 2.214 6.332 -1.914
H 2.053 8.107 -1.482
H -0.107 6.996 -2.451
H -0.294 8.002 -0.915
H -1.267 5.124 -2.400
H 0.557 4.717 -2.012
H -0.137 3.979 0.938
H -1.949 4.078 0.759
H -1.469 1.132 0.755
H -0.081 1.829 1.703
H -2.581 3.018 2.504
H -1.391 2.236 3.356
H 2.917 1.871 -0.712
H 1.643 3.085 -1.219
H 1.614 2.275 0.512
H -2.909 1.589 -3.114
H -2.866 0.268 -0.563
H -3.713 2.705 0.662
H -5.357 2.066 -0.083
H -4.348 1.028 1.032
C -0.099 -3.187 1.139
S -1.220 -2.290 2.233
O -0.992 -0.830 2.007
C -0.383 -2.737 3.769
H -0.412 -3.017 0.108
H 0.920 -2.824 1.273
H -0.149 -4.253 1.361
H 0.656 -2.402 3.738
H -0.424 -3.819 3.905
H -0.896 -2.250 4.598
C -5.560 -5.417 -3.881
S -4.446 -5.621 -2.475
O -5.273 -5.538 -1.231
C -3.607 -4.036 -2.676
H -6.216 -6.286 -3.931
H -6.161 -4.515 -3.752
H -4.976 -5.351 -4.801
H -4.332 -3.221 -2.624
H -3.090 -4.018 -3.636
H -2.879 -3.924 -1.871
C -3.439 -4.180 7.444
S -2.654 -2.677 6.824
O -1.192 -2.957 6.688
C -2.882 -1.713 8.335
H -3.378 -4.946 6.670
H -2.921 -4.528 8.340
H -4.487 -3.977 7.671
H -2.399 -2.217 9.174
H -3.948 -1.592 8.532
H -2.427 -0.733 8.191
C 1.066 -5.857 -5.108
S -0.040 -4.896 -4.052
O -1.424 -5.049 -4.598
C 0.571 -3.278 -4.570
H 0.836 -6.915 -4.977
H 0.918 -5.580 -6.153
H 2.101 -5.674 -4.813
H 0.454 -3.165 -5.649
H 1.622 -3.180 -4.293
H -0.009 -2.508 -4.060
C 4.669 -5.679 0.545
S 3.570 -4.746 1.633
O 2.182 -4.897 1.103
C 4.163 -3.113 1.138
H 4.447 -6.741 0.658
H 4.505 -5.383 -0.493
H 5.707 -5.494 0.829
H 4.031 -2.979 0.062
H 5.217 -3.013 1.402
H 3.583 -2.359 1.671
```

- ΔE to the lowest compared entry with this formula, charge and spin (eV) = 0.000
- HOMO energy (eV) = -4.6
- lowest unoccupied orbital energy (eV) = 1.75
- gap between HOMO and LUMO (eV) = 6.4
- total charge = -1



No. 9
Formula: C4H32HgO13
Source: the Open Molecules 2025 dataset
Level of theory: ωB97M-V/def2-TZVPD

```
50
Properties=species:S:1:pos:R:3
Hg -0.222 3.402 -1.146
C 0.074 -0.683 -0.195
C 0.546 0.644 0.243
O 0.985 1.332 -0.949
H -0.932 -0.608 -0.609
H -0.126 -1.266 0.704
H 0.774 -1.226 -0.830
H 1.378 0.563 0.942
H -0.257 1.192 0.737
C -2.094 0.993 -3.181
C -2.861 1.443 -1.921
O -2.528 2.665 -1.284
H -1.018 1.109 -3.054
H -2.440 1.512 -4.075
H -2.124 -0.095 -3.240
H -2.849 0.706 -1.118
H -3.908 1.367 -2.215
O 3.407 2.069 -3.166
H 3.271 1.709 -2.290
H 2.573 1.929 -3.615
O -2.110 1.682 2.930
H -1.945 1.749 1.990
H -1.793 0.811 3.169
O 0.275 -3.521 2.433
H 0.646 -4.110 1.776
H -0.622 -3.365 2.137
O 1.276 0.239 3.436
H 1.269 0.846 4.176
H 0.385 -0.107 3.401
O -2.044 -3.376 1.326
H -2.949 -3.079 1.418
H -2.061 -3.966 0.572
O 1.186 -0.395 -3.498
H 1.061 -1.311 -3.253
H 0.968 0.097 -2.707
O 3.528 -0.214 1.800
H 2.701 -0.042 2.249
H 4.039 0.586 1.924
O 0.287 -2.688 -2.703
H 0.486 -3.542 -3.085
H 0.773 -2.675 -1.878
O 3.470 -0.424 -1.076
H 2.748 0.192 -1.195
H 3.647 -0.409 -0.135
O -0.762 3.720 1.113
H -0.297 3.585 1.939
H -1.572 4.165 1.362
O -1.227 -0.727 3.527
H -1.711 -1.087 4.271
H -1.303 -1.394 2.845
```

- ΔE to the lowest compared entry with this formula, charge and spin (eV) = 0.944
- HOMO energy (eV) = -8.8
- lowest unoccupied orbital energy (eV) = -2.59
- gap between HOMO and LUMO (eV) = 6.2



No. 10
Formula: C18H21N3O2
Source: the Open Molecules 2025 dataset
Level of theory: ωB97M-V/def2-TZVPD

```
44
Properties=species:S:1:pos:R:3
C 4.129 -0.413 -1.952
C 4.021 -1.789 -2.597
C 3.502 -2.848 -1.617
N 2.158 -2.577 -1.191
C 1.021 -2.810 -1.901
N -0.068 -2.414 -1.317
C 0.343 -1.865 -0.126
C -0.408 -1.286 0.889
C 0.265 -0.799 2.002
N -0.403 -0.262 3.090
C -1.761 0.213 2.972
C -1.958 1.265 1.901
C -1.010 2.253 1.668
C -1.191 3.184 0.667
C -2.326 3.150 -0.129
C -3.283 2.177 0.089
O -4.454 2.025 -0.623
C -4.681 2.883 -1.712
C -3.100 1.230 1.110
O -4.045 0.272 1.318
C 1.669 -0.899 2.076
C 2.424 -1.473 1.079
C 1.750 -1.955 -0.031
H 4.484 0.317 -2.675
H 4.826 -0.435 -1.117
H 3.160 -0.086 -1.581
H 5.001 -2.105 -2.961
H 3.344 -1.738 -3.452
H 3.525 -3.832 -2.098
H 4.143 -2.881 -0.732
H 1.044 -3.294 -2.860
H -1.477 -1.228 0.793
H 0.187 0.294 3.691
H -2.057 0.618 3.945
H -2.418 -0.633 2.755
H -0.117 2.285 2.274
H -0.446 3.945 0.493
H -2.450 3.883 -0.911
H -5.629 2.567 -2.144
H -4.760 3.926 -1.390
H -3.890 2.791 -2.463
H -4.728 0.386 0.643
H 2.165 -0.510 2.955
H 3.499 -1.533 1.166
```

- ΔE to the lowest compared entry with this formula, charge and spin (eV) = 1.573
- HOMO energy (eV) = -7.2
- lowest unoccupied orbital energy (eV) = 0.86
- gap between HOMO and LUMO (eV) = 8.1



Copy entry 2 word for word.
Formula: C3H8O2
Source: the Open Molecules 2025 dataset
Level of theory: ωB97M-V/def2-TZVPD

```
13
Properties=species:S:1:pos:R:3
C -1.007 -1.509 -0.723
O 0.115 -1.075 0.017
C -0.079 0.813 0.831
C 1.219 1.186 0.338
O 1.493 0.890 -0.884
H -0.699 -2.201 -1.515
H -1.689 -2.030 -0.044
H -1.540 -0.665 -1.185
H -0.930 0.951 0.169
H -0.291 0.720 1.897
H 0.666 2.260 0.589
H 2.015 1.198 1.109
H 0.726 -0.539 -0.599
```

- ΔE to the lowest compared entry with this formula, charge and spin (eV) = 4.410
- HOMO energy (eV) = -8.9
- lowest unoccupied orbital energy (eV) = 0.38
- gap between HOMO and LUMO (eV) = 9.3